A:
This record from the Open Molecules 2025 dataset describes a cluster of 6 separate species, H12O6 in total. The level of theory is ωB97M-V/def2-TZVPD.

Results
Spin multiplicity: 1
SMILES string: O.O.O.O.O.O
Orbital gap (eV): 11.1
HOMO level (eV): -11.07

Last column: Mulliken charge in e.
Positions of all 18 atoms, in Å:
O1 2.032 -0.903 1.931  -0.649
H1 2.659 -0.655 1.252  0.340
H2 1.510 -0.113 2.076  0.302
O2 -0.227 -0.196 0.411  -0.645
H3 -0.721 -0.330 -0.398  0.294
H4 0.468 -0.854 0.379  0.325
O3 -1.310 -0.009 -2.898  -0.623
H5 -1.237 -0.435 -3.751  0.302
H6 -2.215 -0.165 -2.628  0.326
O4 -2.045 2.696 0.013  -0.598
H7 -1.388 2.899 -0.654  0.307
H8 -2.584 2.011 -0.382  0.288
O5 0.709 -3.824 1.246  -0.627
H9 1.418 -3.184 1.306  0.310
H10 0.622 -3.998 0.309  0.302
O6 1.057 2.388 0.859  -0.617
H11 0.547 3.089 0.452  0.270
H12 0.706 1.584 0.477  0.395

---

B:
This record from the Open Molecules 2025 dataset describes a cluster of 6 separate species, H12O6 in total. The level of theory is ωB97M-V/def2-TZVPD.

Results
Spin multiplicity: 1
SMILES string: O.O.O.O.O.O
Orbital gap (eV): 10.5
HOMO level (eV): -10.72

Last column: Mulliken charge in e.
Positions of all 18 atoms, in Å:
O1 0.440 -0.859 0.118  -0.543
H1 -0.114 -0.091 -0.064  0.244
H2 0.121 -1.529 -0.497  0.310
O2 4.230 0.212 -1.407  -0.626
H3 3.866 0.835 -2.045  0.313
H4 4.608 -0.488 -1.951  0.317
O3 -0.047 3.703 0.860  -0.637
H5 0.155 2.891 0.383  0.311
H6 0.387 3.589 1.713  0.326
O4 2.417 -1.878 1.884  -0.627
H7 2.114 -1.082 2.334  0.297
H8 2.543 -1.599 0.971  0.313
O5 -2.506 -1.534 -0.058  -0.592
H9 -3.227 -1.888 -0.589  0.313
H10 -2.357 -0.654 -0.422  0.269
O6 -4.571 -0.018 -0.337  -0.594
H11 -3.884 -0.401 -0.894  0.289
H12 -4.175 0.793 0.000  0.318

---

Which of them is most stable, and which least? Most stable: A; least stable: B.

---

A:
This record from the Open Molecules 2025 dataset describes the molecule CClF3. The level of theory is ωB97M-V/def2-TZVPD.

Results
Spin multiplicity: 1
SMILES string: FC(F)(F)Cl
Orbital gap (eV): 13.1
HOMO level (eV): -12.29

Last column: Mulliken charge in e.
Positions of all 5 atoms, in Å:
F1 -0.530 -0.112 1.211  -0.165
C1 -0.102 0.013 0.016  0.662
F2 -0.612 -1.027 -0.720  -0.198
F3 -0.411 1.195 -0.506  -0.182
Cl1 1.654 -0.069 -0.002  -0.116

---

B:
This record from the Open Molecules 2025 dataset describes the molecule CClF3. The level of theory is ωB97M-V/def2-TZVPD.

Results
Spin multiplicity: 1
SMILES string: FC(F)(F)Cl
Orbital gap (eV): 13.3
HOMO level (eV): -12.51

Last column: Mulliken charge in e.
Positions of all 5 atoms, in Å:
F1 0.123 1.045 0.833  -0.188
C1 0.050 0.034 -0.009  0.673
F2 -0.173 0.469 -1.192  -0.185
F3 1.262 -0.626 -0.078  -0.205
Cl1 -1.261 -0.923 0.445  -0.095

---

Which of them is most stable, and which least? Most stable: A; least stable: B.

---

A:
This record from the Open Molecules 2025 dataset describes a cluster of 2 separate species, C4H9NO in total. The level of theory is ωB97M-V/def2-TZVPD.

Results
Spin multiplicity: 1
SMILES string: C=CO.C=NC
Orbital gap (eV): 9.8
HOMO level (eV): -8.88

Last column: Mulliken charge in e.
Positions of all 15 atoms, in Å:
C1 -0.948 -2.359 -0.617  -0.647
C2 0.078 -1.708 -1.154  -0.033
O1 0.126 -0.359 -0.929  -0.558
H1 -0.992 -3.440 -0.692  0.253
H2 -1.601 -1.862 0.088  0.222
H3 0.950 -2.056 -1.688  0.337
H4 -0.072 0.587 -0.875  0.395
C3 1.356 1.488 0.410  -0.156
N1 0.143 1.843 0.571  -0.524
C4 -0.677 1.095 1.474  -0.652
H5 1.817 1.687 -0.557  0.273
H6 1.837 0.671 0.958  0.280
H7 -1.625 0.832 0.967  0.258
H8 -0.342 0.054 1.655  0.234
H9 -0.999 1.569 2.400  0.319

---

B:
This record from the Open Molecules 2025 dataset describes the molecule C4H9NO. The level of theory is ωB97M-V/def2-TZVPD.

Results
Spin multiplicity: 1
SMILES string: CC(C)=CON
Orbital gap (eV): 10.0
HOMO level (eV): -8.90

Last column: Mulliken charge in e.
Positions of all 15 atoms, in Å:
C1 -0.646 1.432 -0.652  -1.051
C2 -0.304 0.011 -0.484  0.541
C3 -0.198 -1.023 -1.860  -1.223
C4 0.017 -0.837 0.426  -0.221
O1 -0.110 -0.014 1.836  -0.320
N1 1.153 -0.010 2.512  -0.535
H1 -0.109 1.860 -1.503  0.338
H2 -0.353 1.965 0.260  0.310
H3 -1.720 1.548 -0.819  0.265
H4 0.838 -1.023 -2.198  0.289
H5 -0.570 -2.040 -1.728  0.380
H6 -0.842 -0.539 -2.595  0.352
H7 0.550 -1.752 0.599  0.406
H8 1.295 0.950 2.828  0.234
H9 1.000 -0.527 3.379  0.233

---

Which of them is most stable, and which least? Most stable: A; least stable: B.

---

A:
This record from the Open Molecules 2025 dataset describes the molecule C4H9NO. The level of theory is ωB97M-V/def2-TZVPD.

Results
Spin multiplicity: 1
SMILES string: CC(=O)N(C)C
Orbital gap (eV): 10.1
HOMO level (eV): -9.21

Last column: Mulliken charge in e.
Positions of all 15 atoms, in Å:
C1 0.030 -1.061 1.721  -1.145
C2 -0.471 0.164 0.976  0.867
O1 -1.316 0.885 1.485  -0.642
N1 0.012 0.395 -0.289  0.029
C3 0.952 -0.458 -0.985  -0.903
C4 -0.673 1.367 -1.119  -1.027
H1 -0.173 -0.907 2.781  0.317
H2 1.090 -1.284 1.585  0.357
H3 -0.542 -1.934 1.385  0.257
H4 1.508 0.153 -1.703  0.293
H5 1.678 -0.897 -0.301  0.306
H6 0.455 -1.265 -1.541  0.309
H7 -1.263 0.860 -1.896  0.328
H8 0.052 2.027 -1.610  0.325
H9 -1.338 1.955 -0.489  0.327

---

B:
This record from the Open Molecules 2025 dataset describes a cluster of 2 separate species, C4H9NO in total. The level of theory is ωB97M-V/def2-TZVPD.

Results
Spin multiplicity: 1
Orbital gap (spin up / spin down) (eV): 7.9 / 7.7
HOMO level (spin up / spin down) (eV): -8.39 / -8.08

Last column: Mulliken charge in e.
Positions of all 15 atoms, in Å:
C1 -1.268 -0.490 0.439  -0.906
N1 -0.173 0.336 -0.019  0.014
C2 -0.698 1.598 -0.524  -0.971
C3 1.467 -0.756 -0.689  -0.413
C4 1.674 -0.930 0.753  0.011
O1 1.656 0.020 1.502  -0.418
H1 -2.006 -0.738 -0.338  0.313
H2 -1.819 0.054 1.232  0.323
H3 -0.877 -1.410 0.880  0.271
H4 -1.198 2.099 0.336  0.294
H5 0.103 2.270 -0.840  0.298
H6 -1.469 1.522 -1.306  0.306
H7 1.939 0.086 -1.178  0.248
H8 1.590 -1.699 -1.274  0.282
H9 1.635 -1.968 1.146  0.348

---

C:
This record from the Open Molecules 2025 dataset describes a structure of composition C4H9NO. The level of theory is ωB97M-V/def2-TZVPD.

Results
Spin multiplicity: 1
Orbital gap (eV): 8.3
HOMO level (eV): -7.63

Last column: Mulliken charge in e.
Positions of all 15 atoms, in Å:
C1 -1.268 -0.810 0.375  -0.971
N1 -0.372 0.334 0.341  -0.014
C2 -0.985 1.469 -0.322  -0.985
C3 0.916 0.017 -0.179  -0.681
C4 1.865 -0.750 0.533  -0.065
O1 2.667 -1.312 -0.297  -0.488
H1 -1.505 -1.199 -0.633  0.340
H2 -2.204 -0.526 0.869  0.316
H3 -0.817 -1.623 0.953  0.313
H4 -1.929 1.721 0.175  0.309
H5 -0.325 2.341 -0.256  0.319
H6 -1.202 1.278 -1.391  0.361
H7 1.413 0.854 -0.681  0.361
H8 1.783 -0.860 -1.096  0.473
H9 1.963 -0.933 1.607  0.412

---

Which of them is most stable, and which least? Most stable: A; least stable: B.